C43H51P2PmSi2 as an isolated structure in a non-equilibrium geometry, computed with wB97M-V/def2-TZVPD.

Geometry (Å):
C -0.34124 3.47294 -0.65111
C 0.71249 2.72591 -0.09290
C 2.02898 3.02484 -0.45967
C 2.29886 4.07304 -1.33536
C 1.25781 4.87889 -1.80972
C -0.05889 4.56684 -1.46143
P 0.34874 1.30403 1.00580
C 1.81227 1.35539 2.10628
C 2.89845 0.49933 1.82574
C 4.03951 0.51615 2.62848
C 4.13058 1.42369 3.69268
C 3.06509 2.28579 3.96649
C 1.89916 2.23968 3.19138
Pm -0.47469 -1.33926 -0.08049
P -0.45169 0.26150 -2.33132
C 0.99440 0.89595 -3.24364
C 0.84546 1.82330 -4.28403
C 1.95941 2.49729 -4.79395
C 3.24387 2.10368 -4.41727
C 3.39391 1.08148 -3.47303
C 2.28951 0.48883 -2.86053
C -0.66510 -1.52729 -2.79081
C -1.80086 -2.23112 -2.26495
C -1.87000 -3.61235 -2.45755
C -0.93524 -4.25424 -3.25586
C 0.15100 -3.57655 -3.80642
C 0.31918 -2.21396 -3.53551
C -2.02176 0.97136 -2.88751
C -2.95269 1.40928 -1.91779
C -4.19769 1.86873 -2.34435
C -4.53071 1.90998 -3.70139
C -3.60753 1.45663 -4.64848
C -2.36083 0.96921 -4.24791
C -1.04115 2.00167 1.98379
C -1.14127 3.36622 2.29859
C -2.23396 3.86052 3.02209
C -3.22537 2.98340 3.46977
C -3.15598 1.62733 3.13802
C -2.08194 1.13985 2.39150
H -2.64388 -1.65840 -1.82533
H -2.67728 -4.17650 -1.99940
H -1.04769 -5.30755 -3.48331
H 0.87807 -4.08366 -4.45070
H 1.17845 -1.65251 -3.92423
H -0.15115 1.98573 -4.69048
H 1.80635 3.30253 -5.50925
H 4.11468 2.57707 -4.88064
H 4.39351 0.74530 -3.21901
H 2.42373 -0.29954 -2.10369
H -2.68820 1.37640 -0.85606
H -4.91600 2.21650 -1.60570
H -5.48559 2.33264 -4.02796
H -3.84568 1.48279 -5.71161
H -1.64457 0.57480 -4.97755
H -0.37037 4.05801 1.95491
H -2.30699 4.93164 3.22362
H -4.05725 3.36068 4.06903
H -3.93787 0.93570 3.46983
H -2.05589 0.07269 2.13573
H 2.85147 -0.18038 0.97376
H 4.87079 -0.16303 2.41694
H 5.04121 1.46440 4.29775
H 3.13920 3.01089 4.78665
H 1.06505 2.89697 3.41974
H 2.84490 2.43309 -0.04354
H 3.32598 4.27171 -1.63857
H 1.47148 5.73821 -2.44372
H -0.88925 5.17215 -1.83087
H -1.37672 3.22631 -0.42185
H -0.44711 3.49342 -3.66649
H -1.17761 3.34425 -3.73736
C -1.43448 -4.30155 0.67289
Si 0.39357 -3.99400 1.08475
C 1.00142 -5.56447 1.94426
C 1.34153 -3.81097 -0.53229
C 0.53424 -2.34246 1.93630
Si -0.00536 -2.27320 3.72110
C 0.93915 -3.53574 4.79490
C 0.38933 -0.60414 4.47358
C -1.83353 -2.64082 3.95985
H -1.52564 -5.07023 -0.10762
H -2.12088 -3.48322 0.37819
H -1.84079 -4.72764 1.59738
H 0.85204 -6.44432 1.29892
H 2.07843 -5.50323 2.16889
H 0.45170 -5.74851 2.87937
H 1.25347 -2.92664 -1.18717
H 2.40280 -3.85938 -0.25129
H 1.14377 -4.66783 -1.18699
H 1.58825 -2.08219 1.95915
H 2.01893 -3.50563 4.60088
H 0.79047 -3.27927 5.84906
H 0.60133 -4.56908 4.67017
H -0.26265 0.18884 4.08234
H 0.26032 -0.61833 5.56885
H 1.42414 -0.30441 4.26895
H -2.46420 -1.85945 3.52224
H -2.13845 -3.60186 3.53217
H -2.06474 -2.68048 5.03292

The value obtained for the lowest unoccupied orbital energy (spin up / spin down) is -6.53 / -6.29 eV. The net charge is +2. The calculation puts the orbital gap (spin up / spin down) at 6.78 / 7.00 eV. The spin multiplicity is 5. The highest occupied orbital energy (spin up / spin down) comes out at -13.313 / -13.291 eV.